No. 1
Formula: C9H6N2S
Source: the Open Molecules 2025 dataset
Level of theory: wB97M-V/def2-TZVPD

Last column: Löwdin spin population.
Atoms and positions in Å:
C1 -0.937 -1.246 -2.401  0.0491
C2 1.539 1.940 0.724  0.0388
C3 0.281 2.491 1.157  0.1318
C4 1.643 0.693 0.273  0.0518
C5 -0.853 1.671 1.139  0.0063
C6 0.565 -0.179 0.285  0.0951
C7 -0.725 0.319 0.712  0.1984
C8 -0.101 -2.413 -0.306  0.0782
C9 -1.010 -2.172 -1.412  0.3442
N1 -0.793 -0.535 -3.293  0.1509
N2 0.694 -1.443 0.030  0.2300
S1 -1.983 -0.806 0.784  0.5986
H1 2.396 2.602 0.625  0.0008
H2 0.298 3.427 1.763  0.0064
H3 2.669 0.260 0.100  0.0002
H4 -1.837 1.923 1.324  -0.0008
H5 -0.229 -3.455 0.076  0.0105
H6 -1.617 -3.077 -1.579  0.0096

## Properties
frontier orbital gap (alpha / beta) = 8.28 / 6.35 eV
M = 174.228 g mol⁻¹
spin multiplicity = 3

---

No. 2
Formula: C9H6N6O4
Source: the Open Molecules 2025 dataset
Level of theory: wB97M-V/def2-TZVPD

Last column: Löwdin charge in e.
Atoms and positions in Å:
O1 3.596 3.463 -0.827  0.0478
N1 -0.565 -1.332 0.027  0.1501
N2 -1.456 0.763 0.297  0.2250
N3 3.848 0.233 -0.368  0.2209
N4 0.273 3.332 -0.198  0.1672
O2 2.190 -3.042 -0.454  0.0933
O3 3.900 -1.166 -0.508  0.0249
O4 1.419 4.040 -0.425  0.0857
C1 -1.570 -0.536 0.433  -0.4090
C2 0.444 -0.415 -0.179  -0.1817
C3 1.787 -0.574 -0.419  -0.0758
C4 -0.188 0.840 0.025  -0.1903
C5 2.585 0.591 -0.403  -0.0892
C6 0.596 2.047 -0.238  -0.1096
C7 2.008 1.944 -0.313  -0.0703
N5 2.545 -1.689 -0.660  -0.0039
N6 2.441 3.141 -0.459  -0.1901
C8 -4.052 -1.017 0.439  -0.1038
C9 -2.650 -1.326 1.074  -0.1744
H1 1.280 -3.162 -0.851  0.1534
H2 -4.209 0.083 0.431  0.0731
H3 -4.931 -1.317 0.965  0.0439
H4 -4.176 -1.418 -0.578  0.0726
H5 -2.408 -2.429 1.023  0.1171
H6 -2.707 -1.053 2.164  0.1232

## Properties
energy relative to the best compared isomer or geometry (same formula, charge and spin) = 24.9 kcal per mole
frontier orbital gap = 6.81 eV
M = 262.185 g mol⁻¹

---

No. 3
Formula: C9H6NO5OsS2
Source: the Open Molecules 2025 dataset
Level of theory: wB97M-V/def2-TZVPD

Last column: Löwdin spin population.
Atoms and positions in Å:
Os1 0.617 0.228 -1.217  2.4269
O1 -1.056 2.385 1.722  0.0202
C1 -0.384 1.663 1.060  0.0174
O2 -0.453 1.590 -0.298  0.1837
C2 0.641 0.714 1.635  0.0068
C3 1.035 0.575 2.949  -0.0003
C4 2.002 -0.384 3.242  -0.0010
C5 2.553 -1.175 2.236  -0.0002
C6 2.110 -0.979 0.946  0.0086
N1 1.183 -0.059 0.700  0.0104
C7 2.556 -1.684 -0.311  0.0198
O3 3.380 -2.535 -0.337  0.0227
O4 1.903 -1.213 -1.419  0.2159
H1 0.591 1.205 3.707  0.0002
H2 2.332 -0.515 4.264  -0.0001
H3 3.305 -1.925 2.434  0.0003
C8 -3.657 -0.170 -2.056  0.0262
O5 -2.221 -0.126 -2.303  0.0345
C9 -1.740 0.636 -3.235  0.0714
S1 -2.667 1.563 -4.295  0.7851
S2 -0.074 0.786 -3.455  0.1315
H4 -3.845 -1.149 -1.632  0.0011
H5 -4.209 -0.053 -2.987  0.0187
H6 -3.900 0.622 -1.353  0.0003

## Properties
frontier orbital gap (alpha / beta) = 8.75 / 5.86 eV
M = 462.513 g mol⁻¹
net charge = +1
spin multiplicity = 5

---

No. 4
Formula: C9H6O3
Source: the Open Molecules 2025 dataset
Level of theory: wB97M-V/def2-TZVPD

Last column: Löwdin charge in e.
Atoms and positions in Å:
C1 -2.136 -0.008 -0.184  -0.2595
C2 -1.741 1.353 0.082  0.0092
C3 -0.435 1.541 0.119  0.0174
C4 0.526 0.444 -0.019  -0.0991
C5 1.868 0.856 -0.323  -0.3342
C6 2.786 -0.261 0.062  0.0375
C7 2.322 -1.481 0.069  -0.0263
C8 0.075 -0.796 -0.175  -0.2195
C9 -1.362 -1.089 -0.289  0.0940
H1 -3.933 -0.253 0.660  0.1249
H2 -2.411 2.126 0.116  0.0939
H3 0.076 2.385 0.413  0.0982
H4 3.654 -0.245 0.558  0.0810
H5 2.805 -2.417 0.494  0.1567
H6 -1.708 -2.058 -0.544  0.1247
O1 -3.526 -0.355 -0.242  -0.0189
O2 2.181 2.026 -0.499  0.0804
O3 0.959 -1.769 -0.297  0.0396

## Properties
energy relative to the best compared isomer or geometry (same formula, charge and spin) = 50.0 kcal per mole
SMILES = O=c1ccoc2cc(O)ccc12
frontier orbital gap = 9.46 eV
M = 162.144 g mol⁻¹

---

No. 5
Formula: C9H6O3
Source: the Open Molecules 2025 dataset
Level of theory: wB97M-V/def2-TZVPD

Last column: Löwdin charge in e.
Atoms and positions in Å:
C1 -0.917 -1.390 -0.344  -0.1801
C2 -0.757 -1.705 -1.554  0.0505
C3 0.054 -0.899 -2.432  -0.5181
C4 0.534 0.570 -0.596  -0.1512
C5 0.990 1.909 -0.306  0.0815
C6 1.109 2.067 1.139  -0.0660
C7 0.521 1.117 1.980  -0.1299
C8 -0.023 -0.107 1.605  -0.0264
C9 -0.028 -0.389 0.255  -0.1041
H1 -2.032 -1.903 1.365  0.1642
H2 -1.002 -2.535 -2.146  0.1357
H3 1.442 2.486 -0.979  0.0648
H4 1.356 3.087 1.730  0.1497
H5 0.540 1.555 3.019  0.1143
H6 -0.615 -0.757 2.399  0.1520
O1 -2.117 -2.008 0.280  -0.0166
O2 0.251 -1.135 -3.590  0.1362
O3 0.695 0.036 -1.824  0.1434

## Properties
energy relative to the best compared isomer or geometry (same formula, charge and spin) = 70.7 kcal per mole
SMILES = O=c1cc(O)c2ccccc2o1
frontier orbital gap = 8.89 eV
M = 162.144 g mol⁻¹

---

No. 6
Formula: C9H7AlCl2NO3Tb
Source: the Open Molecules 2025 dataset
Level of theory: wB97M-V/def2-TZVPD

Last column: Löwdin spin population.
Atoms and positions in Å:
Tb1 1.660 4.080 0.102  6.1543
Al1 0.507 -0.807 0.419  0.0004
Cl1 -0.774 4.025 0.267  -0.1598
Cl2 2.555 -0.828 0.807  0.0002
C1 -0.197 -1.828 -1.224  0.0000
C2 1.080 5.196 -1.822  0.0014
C3 2.273 2.921 -1.841  -0.0016
O1 -0.643 -2.367 -2.153  0.0000
O2 0.513 5.255 -2.834  0.0015
O3 2.641 2.470 -2.856  0.0035
C4 -3.549 -1.828 4.810  0.0000
C5 -2.614 -1.425 3.726  0.0000
C6 -3.007 -1.504 2.394  0.0000
C7 -2.100 -1.262 1.384  0.0000
N1 -0.809 -0.909 1.699  0.0000
C8 -0.444 -0.695 3.010  0.0000
C9 -1.341 -0.951 4.020  0.0000
H1 -4.438 -1.186 4.808  0.0000
H2 -3.880 -2.865 4.680  0.0000
H3 -3.049 -1.741 5.779  0.0000
H4 -4.025 -1.795 2.143  0.0000
H5 -2.343 -1.365 0.329  0.0000
H6 0.564 -0.335 3.197  0.0000
H7 -1.049 -0.806 5.056  0.0000

## Properties
frontier orbital gap (alpha / beta) = 4.80 / 6.09 eV
M = 433.972 g mol⁻¹
net charge = +4
spin multiplicity = 7